Record 1
Molecular formula: C41H54N10O6PbS2Si2Te
Method: DFT, wB97M-V/def2-TZVPD

* HOMO level: -0.2830 Ha
* orbital gap: 7.474 eV
* energy above the lowest of the compared OMol25 structures with the same formula, charge and spin: 0.97 kJ/mol

ORCA input file:
```
! wB97M-V def2-TZVPD RIJCOSX def2/J DEFGRID3
* xyz 0 1
Pb -0.59 -0.11 1.50
C 3.98 1.51 2.69
C 2.67 0.85 3.01
N 1.55 1.46 2.95
N 1.54 2.76 2.60
C 0.38 3.49 2.64
N 0.57 4.78 2.25
S -1.08 2.92 3.14
C 2.61 -0.60 3.36
C 3.69 -1.27 3.92
C 3.58 -2.63 4.17
C 2.41 -3.28 3.84
C 1.37 -2.53 3.30
N 1.46 -1.23 3.08
H 4.17 2.35 3.36
H 4.82 0.83 2.76
H 3.96 1.89 1.66
H 2.41 3.24 2.42
H 1.28 4.97 1.55
H -0.28 5.30 2.12
H 4.60 -0.75 4.17
H 4.41 -3.17 4.61
H 2.29 -4.34 4.00
H 0.42 -2.99 3.03
N -7.15 3.95 1.70
C -6.06 3.32 1.11
C -5.79 3.50 -0.25
C -4.74 2.84 -0.84
C -3.94 1.99 -0.09
C -4.21 1.79 1.26
C -5.26 2.45 1.86
S -2.61 1.12 -0.84
O -2.87 0.98 -2.25
O -2.50 -0.14 -0.08
N -1.21 1.85 -0.52
C -1.01 3.12 -0.95
N -2.03 3.81 -1.50
C -1.80 5.06 -1.85
C -0.57 5.68 -1.69
C 0.42 4.88 -1.16
N 0.24 3.62 -0.78
H -7.47 4.79 1.25
H -7.11 4.04 2.70
H -6.43 4.15 -0.84
H -4.52 2.97 -1.89
H -3.62 1.08 1.84
H -5.47 2.29 2.91
H -2.64 5.59 -2.28
H -0.39 6.70 -1.99
H 1.43 5.27 -1.03
O -1.42 -2.32 1.81
C -2.44 -2.02 2.53
O -2.64 -0.90 3.01
C -3.43 -3.12 2.77
C -3.28 -4.37 2.16
C -4.21 -5.37 2.37
C -5.31 -5.14 3.19
C -5.44 -3.90 3.78
C -4.53 -2.88 3.58
N -6.60 -3.65 4.65
O -7.40 -4.56 4.79
O -6.71 -2.55 5.16
H -2.42 -4.52 1.53
H -4.09 -6.34 1.90
H -6.05 -5.90 3.37
H -4.66 -1.91 4.05
C 2.76 3.03 -3.13
Si 3.55 2.48 -1.53
C 5.24 1.73 -1.87
C 3.77 3.93 -0.35
C 2.47 1.22 -0.64
Te 1.04 0.15 -1.78
C 2.37 -0.99 -2.99
Si 1.71 -1.34 -4.72
C 1.69 0.24 -5.72
C 2.86 -2.60 -5.50
C -0.02 -2.03 -4.58
H 3.35 3.82 -3.60
H 1.75 3.40 -2.97
H 2.71 2.20 -3.84
H 5.92 2.46 -2.30
H 5.18 0.89 -2.56
H 5.69 1.36 -0.94
H 4.09 4.83 -0.87
H 4.52 3.71 0.42
H 2.82 4.14 0.15
H 1.83 1.74 0.07
H 3.04 0.44 -0.12
H 2.52 -1.94 -2.47
H 3.32 -0.46 -3.02
H 2.69 0.66 -5.83
H 1.05 1.00 -5.25
H 1.29 0.07 -6.72
H 3.88 -2.22 -5.55
H 2.54 -2.85 -6.52
H 2.87 -3.52 -4.92
H -0.73 -1.30 -4.19
H -0.05 -2.91 -3.93
H -0.39 -2.33 -5.57
C 3.24 -2.24 0.28
C 2.12 -3.08 -0.27
C 2.32 -4.45 -0.46
C 1.32 -5.25 -0.99
C 0.11 -4.67 -1.34
C -0.13 -3.32 -1.16
C -1.46 -2.74 -1.56
C 0.88 -2.50 -0.61
N 0.66 -1.13 -0.35
H 3.98 -2.87 0.78
H 2.86 -1.52 0.99
H 3.76 -1.68 -0.50
H 3.27 -4.88 -0.18
H 1.49 -6.31 -1.13
H -0.67 -5.29 -1.77
H -2.02 -3.45 -2.17
H -1.36 -1.81 -2.12
H -2.04 -2.49 -0.67
*
```

Löwdin atomic charge list, values in e, 99 entries: 1.4161, -0.0122, -0.2675, 0.0336, -0.0204, -0.9109, 0.0859, 0.6477, -0.2451, -0.0173, -0.0535, -0.0376, -0.1041, 0.0600, 0.0979, 0.0753, 0.0519, 0.1208, 0.0686, 0.0881, 0.1075, 0.1106, 0.1099, 0.1048, 0.0960, -0.3191, -0.0294, -0.0721, -0.2917, -0.0565, -0.0199, 0.5657, -0.2955, -0.4586, -0.2067, -0.4714, 0.1325, -0.1202, -0.0627, -0.1874, 0.1166, 0.0862, 0.0882, 0.1083, 0.1069, 0.0863, 0.1155, 0.1128, 0.0940, 0.0919, -0.1785, -0.6378, -0.0715, -0.1029, 0.0020, -0.0513, -0.0006, -0.1320, 0.0717, -0.3540, 0.0685, 0.0804, 0.1172, 0.1070, 0.1171, 0.1308, -0.1707, 0.4232, -0.1724, -0.1752, -0.4824, 1.6513, -0.4571, 0.4050, -0.1848, -0.1765, -0.1689, 0.0424, 0.0182, 0.0062, 0.0356, 0.0205, 0.0314, 0.0400, 0.0264, -0.0149, -0.0228, 0.0013, 0.0157, 0.0079, 0.0305, 0.0274, 0.0353, 0.0317, 0.0332, 0.0343, 0.0283, 0.0294, 0.0421

=====

Record 2
Molecular formula: C41H55Br51INO
Method: DFT, wB97M-V/def2-TZVPD

* HOMO level: -0.3174 Ha
* orbital gap: 8.287 eV

ORCA input file:
```
! wB97M-V def2-TZVPD RIJCOSX def2/J DEFGRID3
* xyz 0 1
C -4.15 -9.07 1.53
C -3.84 -9.07 -0.04
C -3.16 -7.71 -0.52
C -1.64 -7.75 -0.11
C -0.74 -6.68 -0.83
C -0.74 -5.29 -0.05
C 0.68 -4.89 0.52
C 1.41 -3.76 -0.30
C 1.02 -2.33 0.27
C 0.77 -1.23 -0.86
C 2.17 -1.24 -1.64
C 2.47 0.00 -2.54
C 3.09 1.25 -1.82
I 4.78 0.81 -0.53
C -0.25 -1.63 -1.98
O -0.67 -2.71 -2.35
N -0.80 -0.47 -2.64
C -0.61 0.66 -1.64
C 0.15 0.14 -0.37
C -0.62 0.17 1.03
C -1.76 1.24 1.12
C -3.07 0.79 1.66
C -4.21 1.68 1.77
C -4.07 3.10 1.30
C -2.79 3.59 0.79
C -2.58 5.06 0.31
C -1.66 2.63 0.70
H -3.46 -9.80 2.03
H -5.19 -9.44 1.71
H -4.00 -8.02 1.90
H -4.82 -9.22 -0.57
H -3.17 -9.93 -0.28
H -3.19 -7.71 -1.65
H -3.74 -6.86 -0.07
H -1.48 -7.70 1.00
H -1.26 -8.76 -0.44
H -1.06 -6.53 -1.90
H 0.30 -7.08 -0.86
H -1.21 -4.53 -0.73
H -1.44 -5.39 0.83
H 1.34 -5.80 0.50
H 0.54 -4.55 1.57
H 2.52 -3.89 -0.10
H 1.29 -3.87 -1.40
H 1.86 -1.94 0.92
H 0.13 -2.47 0.94
H 2.96 -1.49 -0.90
H 2.12 -2.13 -2.34
H 1.59 0.35 -3.16
H 3.24 -0.33 -3.30
H 2.34 1.90 -1.29
H 3.51 1.92 -2.63
H -1.83 -0.54 -2.63
H 0.04 1.47 -2.05
H -1.65 1.06 -1.54
H 1.08 0.72 -0.08
H -1.09 -0.82 1.29
H 0.12 0.43 1.84
H -3.16 -0.28 1.99
H -5.17 1.28 2.16
H -4.93 3.83 1.34
H -3.40 5.76 0.64
H -1.55 5.43 0.54
H -2.65 5.03 -0.82
H -0.69 3.01 0.30
C -5.98 7.26 2.85
Br -4.49 8.19 3.65
Br -6.66 8.19 1.30
Br -5.54 5.42 2.46
H -6.78 7.25 3.59
C 2.34 -10.19 0.09
Br 1.55 -10.03 -1.67
Br 3.58 -8.76 0.46
Br 0.99 -10.34 1.47
H 2.90 -11.12 0.10
C -4.81 1.40 -3.08
Br -3.32 0.84 -4.18
Br -4.36 1.37 -1.20
Br -5.49 3.12 -3.63
H -5.60 0.68 -3.24
C -7.11 -1.86 -1.56
Br -5.62 -2.42 -2.66
Br -6.66 -1.86 0.32
Br -7.80 -0.14 -2.13
H -7.90 -2.58 -1.70
C 6.62 -6.24 1.01
Br 5.09 -5.11 1.38
Br 8.14 -5.21 0.42
Br 7.05 -7.38 2.51
H 6.34 -6.89 0.19
C -3.99 -1.91 -7.53
Br -2.67 -0.57 -7.98
Br -3.59 -2.77 -5.84
Br -5.78 -1.19 -7.57
H -3.94 -2.68 -8.29
C 3.38 -7.22 4.50
Br 4.59 -5.83 5.06
Br 2.26 -7.83 5.96
Br 2.33 -6.69 2.96
H 3.98 -8.07 4.19
C 7.02 -4.67 -3.94
Br 6.21 -5.84 -2.62
Br 6.22 -2.91 -3.92
Br 8.94 -4.58 -3.74
H 6.82 -5.10 -4.91
C -2.19 7.62 -3.08
Br -3.11 5.94 -3.38
Br -3.04 8.67 -1.69
Br -0.31 7.35 -2.72
H -2.26 8.19 -4.00
C -3.65 9.94 7.01
Br -4.44 8.72 8.28
Br -4.48 11.68 7.07
Br -1.73 10.05 7.22
H -3.83 9.53 6.02
C -0.29 7.05 3.23
Br 1.17 7.95 4.12
Br -0.89 8.02 1.67
Br 0.16 5.21 2.80
H -1.12 7.02 3.92
C 5.45 7.95 2.67
Br 7.15 7.20 3.23
Br 4.10 6.58 2.46
Br 4.86 9.36 3.86
H 5.60 8.39 1.70
C 3.33 -0.57 3.91
Br 1.44 -0.42 3.54
Br 4.12 -2.01 2.89
Br 4.25 1.10 3.63
H 3.44 -0.82 4.96
C -0.16 -11.95 4.95
Br -1.00 -13.09 6.26
Br -0.94 -10.18 4.93
Br 1.76 -11.88 5.17
H -0.35 -12.39 3.97
C 7.64 11.98 1.83
Br 5.76 12.16 1.43
Br 8.47 10.59 0.76
Br 8.57 13.67 1.66
H 7.72 11.67 2.87
C -2.60 6.62 -7.84
Br -0.90 5.88 -7.29
Br -3.95 5.25 -8.02
Br -3.17 8.04 -6.66
H -2.45 7.06 -8.82
C 5.88 12.14 -2.46
Br 4.00 12.31 -2.86
Br 6.72 10.75 -3.52
Br 6.81 13.83 -2.63
H 5.96 11.83 -1.42
*
```

Löwdin atomic charge list, values in e, 99 entries: -0.1154, -0.2556, -0.2113, -0.2364, -0.1921, -0.1792, -0.2256, -0.1748, -0.1283, -0.2657, -0.1520, -0.2656, -0.6366, 0.7484, -0.3754, 0.0715, 0.0460, -0.1575, -0.1755, -0.1367, -0.1998, -0.0906, -0.1404, -0.1968, -0.2529, -0.0997, -0.0291, 0.0581, 0.0666, 0.0669, 0.0957, 0.0942, 0.1097, 0.1090, 0.1108, 0.0732, 0.1111, 0.0776, 0.0943, 0.1063, 0.0558, 0.0899, 0.0854, 0.1084, 0.0623, 0.1025, 0.0719, 0.1261, 0.1096, 0.1076, 0.0388, 0.0466, 0.0302, 0.1109, 0.0460, 0.1280, 0.1020, -0.0128, 0.1077, 0.0978, -0.0768, 0.0427, -0.0018, 0.0239, 0.1147, -1.5682, 0.6017, 0.5840, 0.7552, -0.0262, -1.5860, 0.5911, 0.5461, 0.5639, -0.0266, -1.5770, 0.6366, 0.7683, 0.5646, -0.1340, -1.5842, 0.5689, 0.5672, 0.6222, -0.0290, -1.6207, 0.5107, 0.5656, 0.5713, -0.0730, -1.6178, 0.5563, 0.5410, 0.5596, -0.0307, -1.5834, 0.5415, 0.5585, 0.5391